{"formula": "C24H19ClMnN2O11P2", "method": "ωB97M-V with the def2-TZVPD basis set", "symbols": ["Mn", "C", "O", "C", "C", "C", "C", "C", "C", "N", "N", "C", "C", "O", "C", "C", "C", "C", "C", "C", "C", "C", "H", "H", "H", "H", "H", "H", "H", "H", "H", "H", "H", "H", "H", "O", "P", "O", "O", "O", "P", "O", "O", "O", "H", "H", "Cl", "C", "C", "C", "C", "C", "C", "C", "O", "O", "H", "H", "H", "H"], "xyz": [[-1.6097, 0.9707, -0.4849], [-1.9421, 3.8534, -2.5187], [-1.1070, 2.8211, -2.0369], [0.2366, 3.0778, -1.9564], [0.8975, 3.9654, -2.7857], [2.2669, 4.1784, -2.6501], [2.9707, 3.4907, -1.6765], [2.3317, 2.5805, -0.8591], [0.9518, 2.3384, -0.9794], [0.2889, 1.4213, -0.1954], [1.1078, 0.6274, 0.4647], [0.7851, -0.3264, 1.3234], [-0.5178, -0.5557, 1.9035], [-1.5475, 0.1319, 1.5356], [-0.6358, -1.5350, 2.9106], [0.4169, -2.3335, 3.2862], [1.6795, -2.2066, 2.6729], [2.7530, -3.0733, 2.9614], [3.9550, -2.9592, 2.3124], [4.1323, -1.9639, 1.3460], [3.1070, -1.0987, 1.0532], [1.8710, -1.1896, 1.7017], [-2.0611, 3.7721, -3.6044], [-1.5354, 4.8352, -2.2621], [-2.9028, 3.7382, -2.0177], [0.3659, 4.4848, -3.5703], [2.7765, 4.8612, -3.3181], [4.0336, 3.6632, -1.5633], [2.8728, 2.0289, -0.1076], [-1.6135, -1.6598, 3.3583], [0.2704, -3.0914, 4.0474], [2.5932, -3.8632, 3.6856], [4.7660, -3.6442, 2.5346], [5.0713, -1.8959, 0.8132], [3.2180, -0.3395, 0.2969], [-4.0369, 3.2167, 2.2689], [-3.8668, 3.1860, 0.6432], [-4.3559, 4.4575, 0.0646], [-2.4557, 2.7427, 0.3839], [-4.9414, 2.0163, 0.2541], [-4.6380, 0.4229, 0.0396], [-4.2684, -0.0976, 1.5155], [-5.8657, -0.2085, -0.4583], [-3.3780, 0.3336, -0.8127], [-4.9594, 3.4140, 2.4130], [-3.3101, 0.0069, 1.6757], [0.8061, -6.3567, 0.6480], [0.6251, -4.8019, -0.1034], [-0.5544, -4.0961, 0.0635], [-0.6981, -2.8703, -0.5627], [0.3265, -2.3732, -1.3605], [1.5140, -3.0843, -1.4795], [1.6769, -4.3024, -0.8496], [0.1429, -1.0991, -2.1777], [0.8807, -0.9187, -3.1416], [-0.8209, -0.3529, -1.8211], [-1.3514, -4.5126, 0.6618], [-1.6120, -2.2980, -0.4544], [2.2990, -2.6653, -2.0891], [2.5959, -4.8618, -0.9417]], "forces_ev_per_angstrom": [[-0.8, 0.3, -0.1], [-0.4, 0.2, -0.1], [1.0, -0.1, 0.0], [-0.4, -0.7, 0.5], [0.2, 0.2, -0.2], [-0.2, -0.2, 0.0], [0.2, 0.1, -0.1], [-0.6, 0.0, -0.1], [1.3, 0.9, -1.0], [2.1, -1.4, 2.9], [-0.2, 2.0, -2.2], [-1.3, -0.5, 0.9], [-0.6, 1.7, -1.4], [1.3, -0.8, 0.5], [0.5, -1.4, 1.1], [-1.4, 0.6, -0.1], [0.9, 0.2, -0.6], [-0.2, 0.0, 0.0], [0.2, -0.2, 0.1], [-0.2, 0.1, 0.0], [0.5, -0.1, -0.1], [-0.2, -0.3, 0.2], [0.0, 0.0, 0.0], [0.0, -0.1, 0.0], [0.1, 0.0, -0.1], [-0.2, 0.0, 0.1], [0.0, 0.0, 0.0], [0.0, 0.0, 0.0], [0.0, 0.0, 0.1], [0.0, 0.0, 0.0], [0.0, 0.0, 0.0], [0.0, 0.0, 0.1], [-0.1, 0.0, 0.0], [0.1, 0.1, 0.0], [0.1, 0.0, -0.1], [0.4, -0.1, -0.3], [-0.1, -0.1, 0.1], [-0.1, 0.1, -0.1], [-0.3, 0.1, 0.2], [0.5, 0.1, 0.0], [0.1, 0.1, -0.2], [-0.2, 0.1, -0.2], [-0.3, -0.1, 0.1], [-1.7, -0.5, 0.0], [-0.5, 0.1, 0.3], [0.1, 0.0, 0.1], [0.0, -0.4, 0.3], [0.0, 0.3, 0.0], [0.0, -0.2, 0.1], [0.1, 0.1, -0.1], [0.0, 0.1, -0.1], [-0.1, 0.1, 0.0], [0.0, 0.0, 0.1], [-0.6, 0.2, 0.1], [0.5, 0.0, -0.2], [0.2, -0.6, -0.3], [0.0, 0.0, 0.1], [0.0, 0.0, -0.1], [0.1, 0.0, -0.1], [0.1, -0.1, 0.0]], "e_tot_ha": -4157.5283, "homo_ev": [-1.5, -2.7], "fmax_ev_per_a": 3.9, "s2": 8.784, "total_charge": -2, "spin_multiplicity": 6, "lumo_ev": [3.8, 3.8], "orbital_gap_ev": [5.33, 6.52]}

{"formula": "C24H19ClN6OOsS", "method": "ωB97M-V with the def2-TZVPD basis set", "symbols": ["Os", "C", "C", "N", "N", "C", "N", "S", "C", "C", "C", "C", "C", "N", "H", "H", "H", "H", "H", "H", "H", "H", "H", "Cl", "C", "C", "C", "C", "O", "C", "C", "N", "C", "C", "C", "C", "C", "C", "C", "C", "N", "C", "C", "H", "H", "H", "H", "H", "H", "H", "H", "H", "H"], "xyz": [[-0.0940, 0.0927, -0.0433], [1.7628, 2.5136, -2.9736], [0.8052, 1.5829, -2.3468], [1.2759, 0.5852, -1.5128], [1.7596, 0.9782, -0.2488], [2.3951, 0.0837, 1.8539], [3.3587, 0.0767, 2.7337], [0.7596, -0.0336, 2.2252], [-0.5909, 1.5427, -2.4503], [-1.3234, 2.3673, -3.2610], [-2.7519, 2.3387, -3.1359], [-3.3673, 1.4279, -2.3544], [-2.6418, 0.3499, -1.6106], [-1.1972, 0.6638, -1.5858], [2.7337, 2.4456, -2.4869], [1.4051, 3.5384, -2.8963], [1.8952, 2.2715, -4.0322], [4.3207, 0.2031, 2.4418], [3.1675, -0.0064, 3.7242], [-0.8264, 3.0519, -3.9353], [-3.3462, 3.0452, -3.6986], [-4.4530, 1.4129, -2.3232], [-2.8098, -0.6116, -2.1249], [6.6802, -2.0250, -0.7684], [5.2069, -1.2555, -0.4116], [5.2422, 0.1849, -0.1770], [4.1351, 0.8360, 0.1632], [2.8348, 0.1340, 0.3726], [1.5605, 2.2016, 0.1728], [2.7962, -1.3172, -0.1220], [1.7008, -2.1445, -0.1757], [0.3945, -1.7683, -0.0450], [-0.6254, -2.6697, 0.1456], [-0.5435, -4.0769, 0.1328], [-1.7113, -4.7761, 0.1814], [-2.9920, -4.1343, 0.2131], [-3.1060, -2.7833, 0.2319], [-4.3616, -2.0101, 0.1959], [-4.3452, -0.6923, 0.0090], [-3.0545, 0.0550, -0.1576], [-1.8837, -0.7247, 0.3268], [-1.8954, -2.0429, 0.2597], [4.0600, -1.9449, -0.3986], [6.1789, 0.7117, -0.3108], [4.1159, 1.9091, 0.3178], [1.9012, -3.1959, -0.3327], [0.3967, -4.6030, 0.0567], [-1.6673, -5.8566, 0.1655], [-3.8880, -4.7435, 0.2136], [-5.2972, -2.5394, 0.3244], [-5.2657, -0.1222, -0.0068], [-3.0568, 1.0080, 0.3796], [4.0764, -3.0001, -0.6381]], "forces_ev_per_angstrom": [[-0.4, -0.2, -1.0], [0.1, 0.0, 0.0], [0.2, -0.3, 0.3], [0.2, 0.5, 1.3], [-0.9, 0.3, -0.3], [0.1, 0.0, -0.2], [0.0, 0.0, 0.3], [0.1, 0.3, 0.2], [-0.1, -0.1, -0.6], [-0.2, 0.1, 0.0], [-0.1, 0.0, -0.1], [-0.1, 0.0, 0.0], [0.5, 0.0, -0.6], [-0.3, 0.3, 1.3], [0.0, 0.0, 0.0], [0.0, 0.0, 0.0], [0.0, 0.0, 0.0], [0.0, 0.0, 0.0], [0.0, 0.0, 0.0], [-0.1, 0.0, 0.0], [0.0, 0.0, 0.0], [0.1, 0.0, 0.1], [0.0, 0.1, -0.3], [0.2, 0.0, 0.0], [0.3, 0.3, 0.0], [0.1, -0.1, 0.0], [0.0, 0.1, 0.2], [-0.3, 0.0, -0.3], [0.5, -0.8, -0.6], [-0.3, -0.2, 0.2], [0.4, 0.2, -0.1], [-0.5, -0.6, 0.3], [0.7, 0.4, 0.0], [-0.1, -0.3, 0.0], [-0.1, -0.1, 0.0], [0.0, -0.4, 0.0], [-0.4, 0.2, -0.1], [0.3, -0.2, 0.1], [0.1, 0.0, 0.0], [0.2, 0.1, 0.4], [0.4, 0.7, -0.5], [-0.2, 0.0, 0.1], [-0.1, -0.1, 0.0], [0.0, 0.0, 0.0], [0.0, 0.0, 0.0], [-0.1, 0.0, -0.1], [0.0, 0.0, 0.1], [-0.1, 0.0, 0.0], [0.1, 0.0, 0.0], [0.0, 0.0, 0.0], [0.0, 0.0, 0.0], [-0.1, -0.1, 0.2], [-0.1, 0.0, 0.0]], "e_tot_ha": -2278.0783, "homo_ev": [-13.2, -13.2], "fmax_ev_per_a": 1.4, "total_charge": 2, "spin_multiplicity": 1, "lumo_ev": [-8.2, -8.2], "orbital_gap_ev": [5.02, 5.02]}